This record from the OMol25 dataset describes a molecular structure, C3H2CsFNaO2 in a non-equilibrium geometry. The level of theory is the ωB97M-V functional and the def2-TZVPD basis.

Values from the calculation:
LUMO (spin up / spin down): -3.732 / -3.732 eV
E_tot: -14910.3936 eV
orbital gap (spin up / spin down): 5.23 / 5.23 eV
F_max: 4.65 eV/A
net charge: +1

Cartesian coordinates (Å):
O 0.57 0.22 -0.55
C -0.84 0.37 -0.39
O -1.37 0.62 -1.48
Cs 0.57 1.18 -4.30
Na -2.84 -1.28 -0.01
C 1.06 0.03 0.78
C -0.20 -0.07 1.57
H 1.63 0.92 1.10
H 1.64 -0.91 0.88
F -0.21 -1.08 2.41

Charges in e, computed with Mulliken, in the same order as the atoms:
1. O -0.25
2. C -0.01
3. O -0.60
4. Cs 0.98
5. Na 0.91
6. C -0.23
7. C -0.13
8. H 0.22
9. H 0.25
10. F -0.14

=====

This record from the OMol25 dataset describes a molecular structure, C3H2ErO3 in a non-equilibrium geometry. The level of theory is the ωB97M-V functional and the def2-TZVPD basis.

Values from the calculation:
relative energy (zero: lowest compared OMol25 entry of this formula, charge and spin): 208.4 kJ/mol
multiplicity: 4
LUMO (spin up / spin down): -16.355 / -17.043 eV
expectation value of S²: 3.753
E_tot: -36866.7311 eV
orbital gap (spin up / spin down): 8.20 / 7.50 eV
F_max: 6.39 eV/A
net charge: +3

Cartesian coordinates (Å):
O -0.15 -3.01 1.03
C 0.45 -2.04 0.93
C 0.80 -0.74 0.61
O 0.20 0.29 1.33
C -0.40 1.14 0.52
O -0.88 2.12 1.18
H -1.30 2.78 0.61
Er 0.01 0.25 -1.75
H 1.94 -1.06 0.59

Charges in e, computed with Mulliken, in the same order as the atoms:
1. O 0.02
2. C 0.78
3. C -0.75
4. O -0.21
5. C 0.14
6. O -0.06
7. H 0.46
8. Er 2.22
9. H 0.40

=====

This record from the OMol25 dataset describes a single C3H2F2N2S molecule in a non-equilibrium geometry. The level of theory is the ωB97M-V functional and the def2-TZVPD basis.

Values from the calculation:
relative energy (zero: lowest compared OMol25 entry of this formula, charge and spin): 160.0 kJ/mol
LUMO: -0.395 eV
E_tot: -22391.5501 eV
orbital gap: 9.68 eV
F_max: 5.56 eV/A

Cartesian coordinates (Å):
F 1.45 0.11 1.47
C 1.43 0.10 0.09
F 1.91 1.31 -0.33
C 0.01 -0.06 -0.32
C -1.25 0.40 0.56
S -2.57 -0.26 -0.23
N -1.65 -1.10 -1.33
N -0.39 -0.90 -1.24
H 2.30 -0.54 -0.22
H -1.24 0.93 1.54

Charges in e, computed with Mulliken, in the same order as the atoms:
1. F -0.25
2. C 0.35
3. F -0.25
4. C 0.25
5. C -0.15
6. S 0.16
7. N -0.36
8. N -0.30
9. H 0.20
10. H 0.34

=====

This record from the OMol25 dataset describes 2 unconnected molecules or ions with the total composition C3H2F2O in a non-equilibrium geometry. The level of theory is the ωB97M-V functional and the def2-TZVPD basis.

Values from the calculation:
relative energy (zero: lowest compared OMol25 entry of this formula, charge and spin): 485.1 kJ/mol
LUMO (spin up / spin down): -0.437 / -1.312 eV
E_tot: -10619.9480 eV
orbital gap (spin up / spin down): 9.13 / 7.30 eV
F_max: 3.13 eV/A

Cartesian coordinates (Å):
C -2.13 0.52 0.03
C 0.59 0.76 -0.41
C 1.24 -0.31 -0.79
O -2.87 0.57 -0.84
F 1.22 1.94 -0.38
F 0.69 -1.53 -0.66
H -2.01 -0.07 0.98
H 2.39 -0.45 -0.99

Charges in e, computed with Mulliken, in the same order as the atoms:
1. C 0.17
2. C -0.09
3. C 0.02
4. O -0.22
5. F -0.19
6. F -0.23
7. H 0.28
8. H 0.26

=====

This record from the OMol25 dataset describes a molecular structure, C3H2F3NO5PtS2 in a non-equilibrium geometry. The level of theory is the ωB97M-V functional and the def2-TZVPD basis.

Values from the calculation:
relative energy (zero: lowest compared OMol25 entry of this formula, charge and spin): 78.2 kJ/mol
multiplicity: 3
LUMO (spin up / spin down): -0.374 / -2.459 eV
expectation value of S²: 2.012
E_tot: -47933.0930 eV
orbital gap (spin up / spin down): 8.68 / 6.63 eV
F_max: 9.51 eV/A

Cartesian coordinates (Å):
C -2.96 -0.13 -0.37
C -3.68 -0.85 0.46
O -4.28 -1.43 1.28
Pt -1.23 -0.67 -0.84
H -3.54 0.37 -1.15
N 0.72 1.16 0.61
S -0.02 1.60 -1.08
O -0.61 2.92 -0.76
O 1.02 1.70 -2.12
S 1.17 -0.34 0.86
O 0.13 -1.17 0.17
O 1.42 -0.64 2.26
C 2.70 -0.92 -0.04
F 2.46 -0.96 -1.33
F 3.68 -0.08 0.23
F 3.01 -2.13 0.37
H 0.03 1.59 1.46

Charges in e, computed with Mulliken, in the same order as the atoms:
1. C -0.78
2. C 0.52
3. O -0.38
4. Pt 0.93
5. H 0.31
6. N -0.54
7. S 0.69
8. O -0.55
9. O -0.52
10. S 0.95
11. O -0.63
12. O -0.57
13. C 0.73
14. F -0.18
15. F -0.20
16. F -0.18
17. H 0.39

=====

This record from the OMol25 dataset describes a single C3H2F3NS molecule in a non-equilibrium geometry. The level of theory is the ωB97M-V functional and the def2-TZVPD basis.

Values from the calculation:
relative energy (zero: lowest compared OMol25 entry of this formula, charge and spin): 146.1 kJ/mol
LUMO (spin up / spin down): -0.922 / -2.637 eV
E_tot: -23616.7207 eV
orbital gap (spin up / spin down): 9.11 / 6.16 eV
F_max: 4.53 eV/A

Cartesian coordinates (Å):
C 1.00 1.35 -1.15
C -0.41 -0.45 -0.41
C -0.38 -0.39 1.14
N 0.03 0.62 -1.16
F 1.55 2.19 -1.95
F -1.12 0.64 1.52
F -0.98 -1.56 1.54
S 1.32 -0.45 1.72
H 0.41 -1.21 -0.76
H -1.40 -0.75 -0.50

Charges in e, computed with Mulliken, in the same order as the atoms:
1. C 0.20
2. C -0.66
3. C 0.64
4. N -0.20
5. F -0.12
6. F -0.23
7. F -0.24
8. S -0.10
9. H 0.38
10. H 0.34

=====

This record from the OMol25 dataset describes a molecular structure, C3H2FIrO3 in a non-equilibrium geometry. The level of theory is the ωB97M-V functional and the def2-TZVPD basis.

Values from the calculation:
multiplicity: 5
LUMO (spin up / spin down): -22.843 / -26.027 eV
expectation value of S²: 6.017
E_tot: -14769.7693 eV
orbital gap (spin up / spin down): 9.32 / 5.06 eV
F_max: 7.08 eV/A
net charge: +4

Cartesian coordinates (Å):
C -1.07 0.69 0.11
C -1.09 -0.81 0.17
O 0.16 -1.20 0.08
C 0.99 -0.09 -0.08
O 0.25 1.01 0.02
O 2.17 -0.18 -0.15
Ir 3.84 0.49 -0.31
F -1.84 1.28 -0.73
H -1.85 -1.42 -0.35
H -1.56 0.22 1.25

Charges in e, computed with Mulliken, in the same order as the atoms:
1. C 0.76
2. C 0.00
3. O 0.04
4. C 0.55
5. O -0.07
6. O -0.14
7. Ir 1.79
8. F 0.14
9. H 0.54
10. H 0.39

=====

This record from the OMol25 dataset describes a molecular structure, C3H2FLaLiO2 in a non-equilibrium geometry. The level of theory is the ωB97M-V functional and the def2-TZVPD basis.

Values from the calculation:
LUMO: -15.538 eV
E_tot: -10986.4327 eV
orbital gap: 6.15 eV
F_max: 6.18 eV/A
net charge: +3

Cartesian coordinates (Å):
O 0.37 -1.26 0.42
C 0.92 -0.09 0.25
O 1.93 0.00 -0.45
Li 2.32 -2.00 0.07
La -1.11 -1.77 2.47
C -0.83 1.00 -1.07
C -0.38 0.88 0.19
H -1.83 1.40 -1.26
H -0.12 1.38 -1.80
F -1.27 0.45 1.17

Charges in e, computed with Mulliken, in the same order as the atoms:
1. O -0.82
2. C 0.74
3. O -0.56
4. Li 0.93
5. La 2.53
6. C -0.67
7. C 0.45
8. H 0.34
9. H 0.34
10. F -0.26

=====

> Which formula does entry 5 have?

C3H2F3NO5PtS2

=====

> The lowest E_tot belongs to which entry?

C3H2F3NO5PtS2

=====

> Which value of E_tot does entry 8 give?

-10986.4327 eV